(1)
The following is a quantum chemistry calculation of C34H46N4O11SSiV as an isolated structure, from OMol25.

Summary:
HOMO-LUMO gap (spin up / spin down): 6.15 / 6.18 eV
largest force on an atom: 0.79 eV/A
ΔE to the lowest compared entry with this formula, charge and spin: 80.0 kcal/mol
E: -108894.781 eV

Geometry as ORCA input:
```
! wB97M-V def2-TZVPD RIJCOSX def2/J DEFGRID3
* xyz -2 2
V 0.42 -1.62 -0.01
O 1.90 -0.47 -0.55
C 2.94 -0.68 -1.33
C 4.09 0.18 -1.03
C 5.00 0.64 -1.91
C 5.05 0.28 -3.31
C 4.61 -0.91 -3.74
C 2.96 -1.58 -2.35
C 1.56 -3.64 -2.48
N 1.69 -3.99 -1.23
C 1.64 -5.36 -0.74
C 0.32 -5.75 -0.08
N 0.07 -5.08 1.18
C -1.04 -4.48 1.23
C -0.68 -3.31 3.29
C -1.05 -3.62 4.58
C -0.38 -3.08 5.67
C 0.67 -2.20 5.42
C 1.04 -1.88 4.13
C 0.38 -2.42 3.00
O 0.80 -2.15 1.81
H 4.08 0.58 -0.02
H 5.70 1.40 -1.57
H 5.41 1.00 -4.04
H 4.57 -1.18 -4.80
H 1.14 -4.42 -3.12
H 1.82 -6.03 -1.59
H 2.45 -5.46 -0.03
H -0.50 -5.59 -0.80
H 0.38 -6.83 0.11
H -1.78 -4.48 0.43
H -1.89 -4.30 4.71
H -0.68 -3.34 6.68
H 1.20 -1.75 6.26
H 1.84 -1.18 3.93
C -2.36 0.20 -2.70
C -1.17 -0.49 -3.26
N -0.12 -0.86 -2.57
C 0.67 -1.60 -3.42
C 0.08 -1.63 -4.66
N -1.10 -0.92 -4.54
C 0.58 -2.21 -5.90
O 1.73 -2.88 -5.76
O -0.03 -2.19 -6.95
C 1.87 -2.33 -2.98
O 4.26 -1.90 -2.86
O 1.89 -3.09 -0.28
H -2.05 0.92 -1.95
H -3.01 -0.54 -2.21
H -2.93 0.71 -3.48
H -1.76 -0.77 -5.28
H 2.04 -2.77 -4.79
C -4.15 0.91 0.27
C -3.93 1.85 1.46
C -5.07 2.87 1.53
C -3.85 1.05 2.76
O -2.75 2.62 1.29
Si -1.20 2.26 0.80
S -0.66 0.33 1.21
O -0.28 3.39 1.60
C 0.29 3.36 2.90
C -0.65 2.70 3.91
C 1.63 2.62 2.85
C 0.51 4.82 3.28
O -1.16 2.80 -0.77
C -0.05 3.29 -1.53
C -0.41 3.11 -3.00
C 1.22 2.51 -1.21
C 0.12 4.78 -1.22
H -5.11 0.39 0.38
H -3.35 0.17 0.22
H -4.16 1.48 -0.66
H -6.03 2.36 1.69
H -5.11 3.44 0.60
H -4.89 3.56 2.36
H -4.78 0.49 2.92
H -3.70 1.73 3.60
H -3.01 0.36 2.72
H -0.81 1.65 3.66
H -1.61 3.22 3.92
H -0.21 2.75 4.91
H 1.47 1.59 2.53
H 2.11 2.62 3.84
H 2.29 3.11 2.14
H -0.44 5.35 3.29
H 1.17 5.30 2.55
H 0.98 4.90 4.27
H -0.43 2.05 -3.25
H 0.33 3.60 -3.63
H -1.40 3.54 -3.20
H 1.07 1.44 -1.36
H 1.52 2.66 -0.17
H 2.03 2.85 -1.86
H -0.80 5.32 -1.47
H 0.94 5.19 -1.81
H 0.33 4.92 -0.17
O -0.81 -2.49 -0.52
O -1.52 -3.77 2.27
*
```

***

(2)
The following is a quantum chemistry calculation of CHBr3 as an isolated structure, from OMol25.

Summary:
HOMO-LUMO gap: 10.37 eV
largest force on an atom: 0.39 eV/A
ΔE to the lowest compared entry with this formula, charge and spin: 0.2 kcal/mol
E: -211180.238 eV

Geometry as ORCA input:
```
! wB97M-V def2-TZVPD RIJCOSX def2/J DEFGRID3
* xyz 0 1
C 0.00 -0.02 0.13
Br 1.52 -0.91 -0.60
Br -1.65 -0.64 -0.68
Br 0.18 1.87 -0.03
H -0.05 -0.29 1.18
*
```